# 1
A cluster of 2 separate species, CH3FS in total in a non-equilibrium geometry. Source: the OMol25 dataset; level of theory: ωB97M-V with the def2-TZVPD basis set.

Geometry (Å):
C1 0.217 0.135 0.474
F1 0.999 1.037 -0.149
S1 -1.487 -0.029 -0.041
H1 1.118 -1.323 -0.324
H2 0.564 -0.261 1.376
H3 -1.412 0.440 -1.336

Forces on atoms 1 to 2 (eV/Å):
1.51 -3.36 -5.06
-0.79 0.62 0.92

Results
Net charge: 0
ΔE to the lowest compared entry with this formula, charge and spin in kJ/mol: 312.0
M in Da: 66.1
HOMO (spin up / spin down) in Ha: -0.31704 / -0.31707
Gap between HOMO and LUMO (spin up / spin down) in eV: 8.68 / 8.68
Strongest force on any atom in Eh/bohr: 0.122
Total energy in eV: -14634.444

# 2
A cluster of 2 separate species, CH3FS2 in total in a non-equilibrium geometry. Source: the OMol25 dataset; level of theory: ωB97M-V with the def2-TZVPD basis set.

Geometry (Å):
C1 -0.413 0.238 -0.600
F1 -0.373 1.394 0.174
S1 -1.603 -0.942 -0.128
S2 1.985 -0.742 -0.010
H1 0.150 0.451 -1.527
H2 -1.511 -0.721 1.258
H3 1.766 0.322 0.831

Forces on atoms 1 to 2 (eV/Å):
2.55 0.98 1.82
-0.32 -1.65 -0.93

Results
Net charge: 0
ΔE to the lowest compared entry with this formula, charge and spin in kJ/mol: 225.7
M in Da: 98.2
HOMO (spin up / spin down) in Ha: -0.32634 / -0.31688
Gap between HOMO and LUMO (spin up / spin down) in eV: 7.95 / 7.25
Strongest force on any atom in Eh/bohr: 0.064
Total energy in eV: -25470.651

# 3
A cluster of 2 separate species, CH3I2N2 in total in a non-equilibrium geometry. Source: the OMol25 dataset; level of theory: ωB97M-V with the def2-TZVPD basis set.

Geometry (Å):
C1 -1.177 0.974 -0.460
N1 -2.085 0.286 -0.629
N2 -0.111 1.509 -0.072
I1 2.542 -1.687 1.569
I2 3.058 -4.146 0.450
H1 -2.860 -0.323 -0.752
H2 0.582 0.957 -0.489
H3 0.051 2.431 0.383

Forces on atoms 1 to 2 (eV/Å):
-3.29 -1.43 0.92
0.83 0.99 -0.29

Results
Net charge: +1
ΔE to the lowest compared entry with this formula, charge and spin in kJ/mol: 69.7
M in Da: 296.9
HOMO in Ha: -0.44450
Gap between HOMO and LUMO in eV: 7.40
Strongest force on any atom in Eh/bohr: 0.072
Total energy in eV: -20258.807

# 4
A structure of composition CH3I2OPS in a non-equilibrium geometry. Source: the OMol25 dataset; level of theory: ωB97M-V with the def2-TZVPD basis set.

Geometry (Å):
C1 0.088 0.485 0.339
O1 0.110 1.896 -1.807
P1 -1.105 -0.242 -4.430
S1 -0.850 1.760 -0.711
I1 -2.894 0.243 -2.714
I2 -0.093 -2.316 -3.694
H1 0.906 0.176 -0.258
H2 -0.699 -0.246 0.368
H3 0.291 0.959 1.234

Forces on atoms 1 to 2 (eV/Å):
-2.88 0.87 -2.00
0.74 0.79 -1.99

Results
Net charge: 0
M in Da: 347.9
HOMO (spin up / spin down) in Ha: -0.28948 / -0.34912
Gap between HOMO and LUMO (spin up / spin down) in eV: 7.03 / 7.58
Multiplicity: 3
Strongest force on any atom in Eh/bohr: 0.070
Total energy in eV: -39456.643

# 5
A structure of composition CH3I2P in a non-equilibrium geometry. Source: the OMol25 dataset; level of theory: ωB97M-V with the def2-TZVPD basis set.

Geometry (Å):
C1 1.019 0.249 0.643
P1 -0.671 0.047 0.029
I1 1.953 2.142 -0.173
I2 1.719 -1.554 -0.399
H1 -1.832 0.985 0.132
H2 -1.251 -1.110 0.895
H3 -0.939 -0.759 -1.127

Forces on atoms 1 to 2 (eV/Å):
-0.26 0.75 -0.78
-2.15 -2.28 1.40

Results
Net charge: 0
ΔE to the lowest compared entry with this formula, charge and spin in kJ/mol: 461.3
M in Da: 299.8
HOMO in Ha: -0.30199
Gap between HOMO and LUMO in eV: 7.69
Strongest force on any atom in Eh/bohr: 0.067
Total energy in eV: -26572.026

# 6
A structure of composition CH3I2P in a non-equilibrium geometry. Source: the OMol25 dataset; level of theory: ωB97M-V with the def2-TZVPD basis set.

Geometry (Å):
C1 -0.458 -0.032 0.584
P1 0.950 -0.903 -0.340
I1 -2.161 -1.160 -0.078
I2 -0.497 2.096 0.020
H1 -0.380 0.018 1.787
H2 1.933 0.323 -0.237
H3 0.613 -0.342 -1.736

Forces on atoms 1 to 2 (eV/Å):
0.58 0.71 1.49
1.00 2.98 -1.08

Results
Net charge: 0
ΔE to the lowest compared entry with this formula, charge and spin in kJ/mol: 260.1
M in Da: 299.8
HOMO in Ha: -0.33922
Gap between HOMO and LUMO in eV: 8.65
Strongest force on any atom in Eh/bohr: 0.065
Total energy in eV: -26574.111

# 7
A cluster of 2 separate species, CH3I3Si in total in a non-equilibrium geometry. Source: the OMol25 dataset; level of theory: ωB97M-V with the def2-TZVPD basis set.

Geometry (Å):
C1 -1.227 -0.280 0.279
Si1 0.581 -0.902 0.148
I1 2.674 0.278 -0.474
I2 1.952 4.306 0.721
I3 0.643 -2.878 -1.384
H1 -1.918 -1.034 0.285
H2 -1.257 0.216 1.130
H3 -1.448 0.294 -0.705

Forces on atoms 1 to 2 (eV/Å):
2.43 0.38 -6.01
-0.16 -1.32 0.05

Results
Net charge: 0
ΔE to the lowest compared entry with this formula, charge and spin in kJ/mol: 352.2
M in Da: 423.8
HOMO (spin up / spin down) in Ha: -0.34859 / -0.28503
Gap between HOMO and LUMO (spin up / spin down) in eV: 8.02 / 4.52
Strongest force on any atom in Eh/bohr: 0.126
Total energy in eV: -33264.812

# 8
A structure of composition CH3IN2O2 in a non-equilibrium geometry. Source: the OMol25 dataset; level of theory: ωB97M-V with the def2-TZVPD basis set.

Geometry (Å):
C1 0.574 0.150 0.002
N1 -1.743 0.112 -0.002
N2 -0.494 -0.540 0.029
O1 0.738 1.303 -0.018
O2 1.693 -0.840 0.101
I1 3.449 -0.066 -0.079
H1 -1.756 0.785 0.903
H2 -1.902 0.584 -0.798
H3 -0.559 -1.488 -0.137

Forces on atoms 1 to 2 (eV/Å):
5.03 -2.41 0.36
0.49 -0.58 6.92

Results
Net charge: 0
ΔE to the lowest compared entry with this formula, charge and spin in kJ/mol: 88.1
M in Da: 202.0
HOMO in Ha: -0.34264
Gap between HOMO and LUMO in eV: 9.04
Strongest force on any atom in Eh/bohr: 0.135
Total energy in eV: -16259.497

# 9
An isolated molecule of CH3IN2O2 in a non-equilibrium geometry. Source: the OMol25 dataset; level of theory: ωB97M-V with the def2-TZVPD basis set.

Geometry (Å):
C1 0.370 -1.128 0.616
N1 -0.122 1.673 -1.260
N2 -0.457 0.899 -0.350
O1 1.011 1.802 -1.646
O2 0.455 0.251 0.580
I1 -2.328 0.803 0.317
H1 1.113 -1.372 1.429
H2 0.727 -1.543 -0.348
H3 -0.768 -1.385 0.662

Forces on atoms 1 to 2 (eV/Å):
-0.95 -1.08 -1.09
-0.47 2.29 -2.83

Results
Net charge: 0
ΔE to the lowest compared entry with this formula, charge and spin in kJ/mol: 453.5
M in Da: 202.0
HOMO in Ha: -0.34235
Gap between HOMO and LUMO in eV: 8.49
Strongest force on any atom in Eh/bohr: 0.091
Structure (SMILES): CON(I)N=O
Total energy in eV: -16255.710

# 10
A cluster of 2 separate species, CH3IN4 in total in a non-equilibrium geometry. Source: the OMol25 dataset; level of theory: ωB97M-V with the def2-TZVPD basis set.

Geometry (Å):
C1 -0.559 1.296 0.044
N1 -0.393 0.152 0.889
N2 0.562 -0.503 0.446
N3 0.478 1.185 -0.903
N4 1.099 0.167 -0.690
I1 2.941 -3.503 -0.086
H1 -1.581 1.373 -0.488
H2 -0.807 2.192 0.616
H3 3.458 -2.375 -0.950

Forces on atoms 1 to 2 (eV/Å):
-2.67 0.13 -0.09
-0.31 -0.57 -0.03

Results
Net charge: 0
ΔE to the lowest compared entry with this formula, charge and spin in kJ/mol: 186.9
M in Da: 198.0
HOMO in Ha: -0.35624
Gap between HOMO and LUMO in eV: 8.96
Strongest force on any atom in Eh/bohr: 0.052
Structure (SMILES): C1N=NN=N1.I
Total energy in eV: -15143.331

# 11
A cluster of 2 separate species, CH3IN4 in total in a non-equilibrium geometry. Source: the OMol25 dataset; level of theory: ωB97M-V with the def2-TZVPD basis set.

Geometry (Å):
C1 -0.049 0.354 1.083
N1 1.399 0.187 1.132
N2 1.786 -0.614 0.320
N3 -0.390 -0.800 0.283
N4 0.664 -1.280 -0.202
I1 -1.334 1.009 -2.579
H1 -0.583 0.356 2.048
H2 -0.276 1.247 0.495
H3 -1.217 -0.458 -2.580

Forces on atoms 1 to 2 (eV/Å):
0.62 -1.91 0.21
0.66 3.58 1.79

Results
Net charge: 0
ΔE to the lowest compared entry with this formula, charge and spin in kJ/mol: 189.4
M in Da: 198.0
HOMO in Ha: -0.37680
Gap between HOMO and LUMO in eV: 9.49
Strongest force on any atom in Eh/bohr: 0.079
Structure (SMILES): C1N=NN=N1.I
Total energy in eV: -15143.305

# 12
An isolated molecule of CH3IO2 in a non-equilibrium geometry. Source: the OMol25 dataset; level of theory: ωB97M-V with the def2-TZVPD basis set.

Geometry (Å):
C1 -0.008 0.577 0.249
O1 0.987 0.528 -0.602
O2 -0.346 -1.035 0.444
I1 -1.676 -2.023 -0.647
H1 0.206 0.973 1.307
H2 -0.947 0.903 -0.308
H3 1.784 0.077 -0.442

Forces on atoms 1 to 2 (eV/Å):
-2.47 -3.38 0.57
-0.17 2.32 -2.52

Results
Net charge: 0
ΔE to the lowest compared entry with this formula, charge and spin in kJ/mol: 236.4
M in Da: 173.9
HOMO in Ha: -0.32930
Gap between HOMO and LUMO in eV: 8.56
Strongest force on any atom in Eh/bohr: 0.082
Structure (SMILES): OCOI
Total energy in eV: -13278.798

# 13
A cluster of 2 separate species, CH3IO2 in total in a non-equilibrium geometry. Source: the OMol25 dataset; level of theory: ωB97M-V with the def2-TZVPD basis set.

Geometry (Å):
C1 -0.644 0.160 0.296
O1 -0.540 -1.079 -0.148
O2 1.012 0.991 -0.304
I1 2.578 -0.042 0.097
H1 -1.303 0.864 -0.192
H2 -0.533 0.223 1.369
H3 -0.571 -1.117 -1.117

Forces on atoms 1 to 2 (eV/Å):
3.25 0.88 -0.98
-0.35 -0.25 -0.05

Results
Net charge: 0
ΔE to the lowest compared entry with this formula, charge and spin in kJ/mol: 271.6
M in Da: 173.9
HOMO in Ha: -0.31107
Gap between HOMO and LUMO in eV: 8.54
Strongest force on any atom in Eh/bohr: 0.068
Total energy in eV: -13278.432

# 14
The ion CH3IO2P with charge -1 in a non-equilibrium geometry. Source: the OMol25 dataset; level of theory: ωB97M-V with the def2-TZVPD basis set.

Geometry (Å):
C1 -0.848 -0.492 -0.013
O1 0.736 1.077 1.570
O2 0.640 1.745 -1.279
P1 0.674 0.606 0.182
I1 2.508 -1.011 -0.124
H1 -0.816 -0.831 -1.056
H2 -1.033 -1.177 0.718
H3 -1.860 0.083 0.002

Forces on atoms 1 to 2 (eV/Å):
-1.03 3.45 -2.77
0.39 0.39 0.70

Results
Net charge: -1
ΔE to the lowest compared entry with this formula, charge and spin in kJ/mol: 211.2
M in Da: 204.9
HOMO in Ha: -0.16673
Gap between HOMO and LUMO in eV: 7.60
Strongest force on any atom in Eh/bohr: 0.145
Structure (SMILES): C[P@](=O)([O-])I
Total energy in eV: -22572.305

# 15
A structure of composition CH3IO3P in a non-equilibrium geometry. Source: the OMol25 dataset; level of theory: ωB97M-V with the def2-TZVPD basis set.

Geometry (Å):
C1 1.029 -0.569 -0.203
O1 -2.647 -0.263 0.581
O2 -1.269 0.554 -1.448
O3 -0.184 -0.988 0.387
P1 -1.380 -0.034 -0.155
I1 0.517 2.647 1.603
H1 0.717 0.142 -1.008
H2 1.717 -1.462 -0.342
H3 1.500 -0.027 0.584

Forces on atoms 1 to 2 (eV/Å):
1.52 -0.20 0.00
1.51 0.22 -0.40

Results
Net charge: -1
ΔE to the lowest compared entry with this formula, charge and spin in kJ/mol: 91.7
M in Da: 220.9
HOMO in Ha: -0.15205
Gap between HOMO and LUMO in eV: 7.36
Strongest force on any atom in Eh/bohr: 0.098
Total energy in eV: -24621.292

# 16
A cluster of 2 separate species, CH3IOS2 in total in a non-equilibrium geometry. Source: the OMol25 dataset; level of theory: ωB97M-V with the def2-TZVPD basis set.

Geometry (Å):
C1 -0.335 -0.687 0.520
O1 -1.534 1.525 -0.152
S1 -1.535 -0.433 1.891
S2 -1.809 0.119 -0.065
I1 0.713 0.979 -2.370
H1 0.739 -0.370 0.750
H2 -0.391 -1.747 -0.020
H3 -0.749 1.376 -2.051

Forces on atoms 1 to 2 (eV/Å):
0.58 -3.28 -0.35
-0.64 2.40 -0.69

Results
Net charge: 0
ΔE to the lowest compared entry with this formula, charge and spin in kJ/mol: 168.4
M in Da: 222.1
HOMO in Ha: -0.35217
Gap between HOMO and LUMO in eV: 9.73
Strongest force on any atom in Eh/bohr: 0.065
Total energy in eV: -32902.074

# 17
A cluster of 2 separate species, CH3IOS2 in total in a non-equilibrium geometry. Source: the OMol25 dataset; level of theory: ωB97M-V with the def2-TZVPD basis set.

Geometry (Å):
C1 1.283 0.197 -0.055
O1 0.605 -0.578 0.953
S1 -0.353 -1.893 0.838
S2 -2.653 -0.508 -1.123
I1 -3.148 1.408 0.191
H1 0.579 0.430 -0.796
H2 2.157 -0.229 -0.434
H3 1.530 1.173 0.426

Forces on atoms 1 to 2 (eV/Å):
-1.25 1.17 1.61
0.05 -0.20 1.09

Results
Net charge: 0
ΔE to the lowest compared entry with this formula, charge and spin in kJ/mol: 262.7
M in Da: 222.1
HOMO (spin up / spin down) in Ha: -0.32437 / -0.32570
Gap between HOMO and LUMO (spin up / spin down) in eV: 7.27 / 6.41
Strongest force on any atom in Eh/bohr: 0.046
Total energy in eV: -32901.097

# 18
A structure of composition CH3In2N2O7V in a non-equilibrium geometry. Source: the OMol25 dataset; level of theory: ωB97M-V with the def2-TZVPD basis set.

Geometry (Å):
O1 -12.600 15.872 27.377
V1 -12.585 16.688 26.027
O2 -12.531 18.158 26.495
In1 -16.409 16.063 21.700
In2 -9.854 14.112 21.789
N1 -13.348 13.829 23.361
O3 -14.522 13.992 22.895
O4 -12.978 14.347 24.424
O5 -12.602 13.139 22.644
C1 -10.257 9.979 25.523
N2 -9.717 11.315 25.197
O6 -9.676 11.613 23.993
O7 -9.410 12.109 26.030
H1 -9.584 9.236 25.002
H2 -11.307 10.011 25.191
H3 -10.191 9.663 26.619

Forces on atoms 1 to 2 (eV/Å):
0.07 0.85 -1.51
-0.02 0.90 2.84

Results
Net charge: +6
M in Da: 435.6
HOMO in Ha: -1.12387
Gap between HOMO and LUMO in eV: 2.28
Strongest force on any atom in Eh/bohr: 0.058
Total energy in eV: -54318.449

# 19
The ion CH3N2O with charge +1 in a non-equilibrium geometry. Source: the OMol25 dataset; level of theory: ωB97M-V with the def2-TZVPD basis set.

Geometry (Å):
C1 0.486 -0.703 -0.073
N1 -1.307 2.153 0.359
N2 -0.875 1.217 0.004
O1 -0.601 0.107 -0.521
H1 1.379 -0.802 -0.845
H2 0.047 -1.730 0.290
H3 0.871 -0.241 0.786

Forces on atoms 1 to 2 (eV/Å):
2.55 -3.35 0.35
-0.24 1.06 0.40

Results
Net charge: +1
ΔE to the lowest compared entry with this formula, charge and spin in kJ/mol: 349.9
M in Da: 59.0
HOMO in Ha: -0.68589
Gap between HOMO and LUMO in eV: 12.54
Strongest force on any atom in Eh/bohr: 0.082
Structure (SMILES): CO[N+]#N
Total energy in eV: -6101.156

# 20
A cluster of 2 separate species, CH3N2O2 in total in a non-equilibrium geometry. Source: the OMol25 dataset; level of theory: ωB97M-V with the def2-TZVPD basis set.

Geometry (Å):
C1 2.358 -0.188 -0.078
N1 -1.602 -0.339 -0.255
N2 -1.051 0.981 -0.092
O1 3.183 0.677 -0.058
O2 1.631 -1.102 -0.189
H1 -0.721 -0.731 -0.526
H2 -2.060 -0.669 0.534
H3 -1.738 1.371 0.663

Forces on atoms 1 to 2 (eV/Å):
0.58 0.89 -0.53
0.55 0.39 -3.30

Results
Net charge: -1
ΔE to the lowest compared entry with this formula, charge and spin in kJ/mol: 294.2
M in Da: 75.0
HOMO (spin up / spin down) in Ha: 0.00326 / 0.00343
Gap between HOMO and LUMO (spin up / spin down) in eV: 3.44 / 3.44
Strongest force on any atom in Eh/bohr: 0.078
Total energy in eV: -8158.468